This record from the Open Molecules 2025 dataset describes the ion C3H8N3O with charge +1. The level of theory is ωB97M-V with the def2-TZVPD basis set.

Geometry as ORCA input:
```
! wB97M-V def2-TZVPD RIJCOSX def2/J DEFGRID3
* xyz 1 1
H 0.556 -0.191 1.834
H 1.296 -1.261 -1.565
H -1.702 2.267 -1.839
H -1.248 2.472 -0.150
N 0.443 -1.197 1.693
C -0.977 2.100 -1.058
H -0.385 -1.553 2.073
N 1.225 -0.754 -0.701
H 1.239 -1.713 2.222
C -0.572 0.777 -0.579
C 0.459 -1.470 0.205
H -0.004 2.612 -1.242
H 0.082 -2.531 -0.042
N -1.220 -0.116 0.044
O 0.808 0.559 -0.897
*
```

E_LUMO (spin up / spin down) in eV: -4.425 / -4.425
Gap between HOMO and LUMO (spin up / spin down) in eV: 9.4 / 9.4
Energy relative to the best compared isomer or geometry (same formula, charge and spin) in eV: 5.3299



This record from the Open Molecules 2025 dataset describes a cluster of 3 separate species, C18H33BrN5O6 in total. The level of theory is ωB97M-V with the def2-TZVPD basis set.

Geometry as ORCA input:
```
! wB97M-V def2-TZVPD RIJCOSX def2/J DEFGRID3
* xyz 1 1
N -1.513 0.144 1.189
H 2.456 6.058 -4.817
C -2.252 -3.762 -0.394
H -2.175 -5.916 -0.041
C -3.004 -1.286 -0.151
O -0.338 5.017 -1.576
H 3.692 -1.598 -1.889
H 1.903 0.436 3.787
C 1.249 -1.566 -0.028
C 0.888 5.473 -3.462
C 0.868 4.419 -1.461
C 1.727 -2.310 -1.250
H 1.874 -1.113 3.002
C -1.571 1.419 0.447
H -3.762 -5.232 0.104
O 0.457 -2.794 -4.375
C 2.640 -1.500 -2.144
H 0.100 6.966 -2.088
O 1.179 3.709 -0.552
H 0.830 -1.713 5.490
C 1.091 -2.510 -3.417
H 3.918 -1.263 4.016
C 1.881 -0.634 3.976
N -0.745 0.068 2.295
H 2.961 -2.017 5.253
H 2.188 -3.260 -0.969
C -0.916 -1.197 2.762
H -0.196 0.813 2.694
C -2.847 -5.187 -0.480
N -1.740 -1.867 1.980
C -3.390 -2.751 -0.394
H -1.488 2.207 1.194
H 0.626 -0.721 -0.327
H 0.639 -2.218 0.602
H -1.653 -3.735 0.507
H -3.068 -5.454 -1.507
H -3.814 -2.777 -1.396
O 0.634 -2.586 -2.137
O 2.371 -2.057 -3.434
H -2.546 1.476 -0.014
H -4.197 -3.065 0.258
H 2.278 7.111 -3.424
H -1.141 6.199 -3.102
H 0.484 4.764 -4.189
H 2.370 -0.441 -2.162
N -0.524 1.508 -0.533
H -0.835 2.079 -1.304
C -2.096 -1.037 0.985
H 1.094 7.183 -4.744
H 2.092 -1.200 0.560
C 3.127 -1.078 4.736
H -0.607 -2.676 4.053
C 1.726 6.519 -4.154
H 3.490 -0.321 5.419
H -2.588 -0.847 -1.053
C -0.202 6.039 -2.581
H -1.616 -3.647 -1.266
Br -0.281 0.566 5.482
N -0.351 -1.724 3.855
H 0.307 1.914 -0.123
H -3.918 -0.735 0.077
C 0.573 -1.014 4.708
O 1.663 4.725 -2.497
*
```

E_LUMO in eV: -2.350
Gap between HOMO and LUMO in eV: 10.5
Energy relative to the best compared isomer or geometry (same formula, charge and spin) in eV: 0.0000



This record from the Open Molecules 2025 dataset describes a structure of composition C24H63F2HgN4O16S2. The level of theory is ωB97M-V with the def2-TZVPD basis set.

Geometry as ORCA input:
```
! wB97M-V def2-TZVPD RIJCOSX def2/J DEFGRID3
* xyz 1 1
H 2.762 3.278 6.536
C -3.720 8.840 1.912
O -3.953 8.453 0.508
H 2.053 3.782 5.074
H -4.094 -12.757 1.391
H 2.884 -4.105 -8.391
H 9.278 1.039 -3.573
H -2.404 12.936 2.008
H -7.233 -10.248 2.664
O 3.162 0.239 -1.329
C 9.276 -1.677 -0.580
H -1.418 11.896 2.980
H -6.444 -11.228 3.830
H -3.015 6.637 0.428
H -9.037 -3.092 -6.822
C 8.307 -3.404 0.728
H -0.016 2.846 7.729
H -4.118 -12.182 3.094
H -4.853 6.591 0.693
H -1.598 10.173 1.236
C -7.321 -1.900 -6.168
H -0.867 12.385 0.143
C -6.244 -10.593 2.967
H -0.449 13.676 1.242
C 5.392 -3.101 1.729
C 0.834 2.412 6.156
C -5.473 -9.260 3.090
H -0.023 2.770 5.586
H -5.634 -9.017 0.989
C -4.473 -12.002 2.080
H 2.256 12.832 2.518
H -6.429 -2.036 -5.557
N 1.448 1.674 -2.747
H -8.082 -4.962 -6.926
O 4.488 -2.260 -7.809
F 3.662 2.336 -2.493
H -4.497 -6.992 0.937
H -8.475 -3.356 -5.270
H 7.029 -4.782 -0.280
H -4.234 6.902 -0.855
H 1.439 11.464 3.374
F -0.834 0.975 -2.545
H 1.254 1.530 5.673
H -4.564 8.517 2.522
H 4.689 -3.922 -6.810
Hg 1.012 4.031 -6.429
C 2.689 -3.715 -7.392
H 3.954 -2.687 -5.859
O 0.418 2.042 7.434
S 2.545 1.526 -1.654
H -3.519 10.454 3.089
H 10.619 1.962 -2.843
H 0.765 13.020 3.282
H 4.597 -2.406 1.460
H -6.554 -5.944 2.185
H 8.258 -0.827 -2.261
H 8.327 -2.999 1.740
H 8.373 0.213 -0.759
C -3.511 10.360 2.003
H 7.036 -5.094 1.436
H 1.511 5.541 6.322
C -3.997 7.050 0.199
H 7.331 -1.957 -0.246
C -0.490 12.591 1.145
H 9.238 -3.970 0.691
C 1.804 3.588 6.117
H -5.090 -3.046 3.815
H 3.966 -1.458 -7.887
C 9.699 1.414 -2.640
C 3.965 -3.108 -6.864
O 0.464 -0.876 -2.610
H -7.825 -1.064 -5.683
C -8.097 -3.208 -6.282
H 5.960 -2.315 2.227
O 1.628 -2.739 -7.561
H 2.324 -4.481 -6.708
O 0.176 0.480 -0.604
C -5.653 -6.193 2.746
H -3.985 -11.040 1.920
H 9.608 -1.340 0.402
O 2.350 2.450 -0.570
H -3.775 -7.349 2.342
O 5.842 -3.670 0.575
N 8.169 -2.508 -0.366
H 8.885 2.029 -2.254
O 1.316 4.716 6.773
H -6.471 -3.857 3.089
C -5.399 -3.688 2.990
C 7.122 -4.300 0.693
C 1.321 12.298 2.683
H 0.990 -2.784 -6.846
N -5.604 -8.524 1.870
H -5.944 -8.738 3.923
H -5.929 -1.086 -7.302
H -4.392 -9.377 3.162
C 8.877 -0.478 -1.434
H 4.938 -3.714 2.507
H -4.358 10.901 1.582
H -5.219 -3.140 2.066
O -6.781 -1.511 -7.424
C -1.651 12.151 1.946
O -5.767 -11.560 1.971
H 10.145 -2.151 -1.035
C -4.789 -7.227 1.961
O -4.858 -5.006 2.979
O 0.742 11.964 1.480
N -2.262 10.910 1.425
H -2.848 8.465 2.447
O 10.059 0.216 -1.827
O -7.396 -4.359 -6.630
S 0.544 0.423 -2.013
H -6.112 -6.610 3.642
*
```

E_LUMO in eV: -9.604
Gap between HOMO and LUMO in eV: 0.9
Energy relative to the best compared isomer or geometry (same formula, charge and spin) in eV: 12.5483



This record from the Open Molecules 2025 dataset describes a structure of composition C29H19Cl5ErN6O3. The level of theory is ωB97M-V with the def2-TZVPD basis set.

Geometry as ORCA input:
```
! wB97M-V def2-TZVPD RIJCOSX def2/J DEFGRID3
* xyz 1 4
C -0.788 2.060 -0.326
C 0.270 -0.008 4.030
N 2.641 -1.666 0.210
H -1.012 3.123 -3.163
C -4.180 4.267 -3.380
H -2.339 4.832 -4.313
C -4.786 3.407 -2.481
C -0.122 -3.568 -4.010
H -2.486 0.739 -0.643
C 0.610 -1.202 4.707
H -4.766 5.013 -3.894
C 0.853 -1.016 -4.602
C -2.819 4.163 -3.616
C -1.827 1.365 -1.264
H 2.580 -2.790 -1.552
C 0.076 -0.102 2.619
C 3.739 -3.768 0.000
H -1.266 0.725 -1.975
H 5.023 -3.367 3.512
H 0.875 -3.315 4.523
H 0.442 -3.323 2.080
Cl -0.101 -4.358 -6.585
C 0.614 -1.344 -3.247
O 0.852 -0.507 -2.281
H 3.989 -4.641 -0.588
C -1.330 3.279 1.774
C -2.067 3.209 -2.956
N 0.334 1.491 6.021
O 1.104 0.732 6.587
N 4.216 -3.724 1.224
C -0.286 1.067 1.842
H 0.022 2.467 -0.963
C 0.091 -2.630 -3.007
H 2.956 -0.697 2.014
H -1.751 4.115 2.311
H -4.522 1.790 -1.120
C 0.150 -3.220 -5.330
Cl 1.432 0.562 -4.940
Cl -0.360 -3.016 -1.368
Er 0.487 -0.846 -0.373
C 0.665 -2.386 4.014
C -2.663 2.353 -2.036
H -5.847 3.476 -2.290
Cl 0.854 -1.469 -7.250
C 3.159 -1.592 1.433
Cl -0.734 -5.120 -3.614
N 0.170 -1.283 1.945
H -1.880 3.946 -0.155
C -0.510 2.297 3.912
C 3.955 -2.638 1.965
C 0.431 -2.389 2.637
C -1.400 3.192 0.448
H -0.750 3.215 4.428
C 2.939 -2.758 -0.526
O -0.180 2.457 6.542
C -4.031 2.458 -1.813
H 4.297 -1.818 3.822
N 4.437 -2.604 3.211
C -0.709 2.221 2.547
C 0.039 1.249 4.646
C 0.608 -1.926 -5.623
H 0.818 -1.170 5.766
N -0.219 0.994 0.512
*
```

E_LUMO (spin up / spin down) in eV: -3.766 / -3.750
Gap between HOMO and LUMO (spin up / spin down) in eV: 6.4 / 6.4
Energy relative to the best compared isomer or geometry (same formula, charge and spin) in eV: 0.7891



This record from the Open Molecules 2025 dataset describes a cluster of 2 separate species, C3H10NO in total. The level of theory is ωB97M-V with the def2-TZVPD basis set.

Geometry as ORCA input:
```
! wB97M-V def2-TZVPD RIJCOSX def2/J DEFGRID3
* xyz 0 2
H 1.303 1.255 0.090
H -0.524 -2.658 -1.464
H -1.047 3.751 -0.318
H 0.190 -3.714 -0.021
H 1.494 -1.662 0.796
H 0.430 0.648 1.583
O -1.231 2.896 0.168
H -2.117 3.141 0.302
C 0.067 -0.392 -0.205
C 0.329 -2.795 -0.663
N 0.463 0.862 0.578
C 0.705 -1.513 0.060
H 1.273 -3.184 -1.101
H -0.294 1.576 0.485
H -0.702 -0.158 -0.897
*
```

E_LUMO (spin up / spin down) in eV: -0.013 / -0.057
Gap between HOMO and LUMO (spin up / spin down) in eV: 2.6 / 7.6
Energy relative to the best compared isomer or geometry (same formula, charge and spin) in eV: 3.0736



This record from the Open Molecules 2025 dataset describes a structure of composition C9H7NO2. The level of theory is ωB97M-V with the def2-TZVPD basis set.

Geometry as ORCA input:
```
! wB97M-V def2-TZVPD RIJCOSX def2/J DEFGRID3
* xyz 0 1
H 4.167 0.771 0.336
O -1.005 -1.206 -0.018
C 1.849 1.043 -0.006
H -5.025 -0.686 -0.212
C -1.819 0.983 0.003
C 2.881 0.230 0.021
H -0.422 2.744 -0.028
H 2.106 2.261 0.143
C 0.535 0.618 -0.090
C -2.026 -0.420 0.066
C 1.433 -1.531 0.010
C 2.587 -1.231 -0.054
N -3.165 -1.119 0.033
H -2.740 1.422 -0.125
H 3.743 -1.939 0.052
C -0.707 1.621 -0.040
H 1.561 -2.728 -0.118
C 0.322 -0.714 -0.005
O -4.275 -0.118 0.031
*
```

E_LUMO in eV: 0.271
Gap between HOMO and LUMO in eV: 8.5
Energy relative to the best compared isomer or geometry (same formula, charge and spin) in eV: 8.5160